The following is a quantum chemistry calculation of a structure of composition CHCoF3NO5S2 in a non-equilibrium geometry, from the Open Molecules 2025 dataset.

Last column: Mulliken spin population.
Cartesian coordinates (Å):
N1 0.79073 -0.78112 0.54130  0.063
S1 2.15603 0.09349 0.06916  -0.087
O1 2.11175 0.26929 -1.37546  0.458
O2 3.27968 -0.58221 0.68488  0.513
S2 -0.60005 -0.15071 0.50574  0.009
O3 1.94864 1.46047 0.77740  0.159
O4 -0.89258 1.21246 1.02863  0.061
C1 -1.46115 -0.17274 -1.17777  0.008
F1 -0.94739 0.80662 -1.88049  0.001
F2 -1.21828 -1.32915 -1.74163  0.001
F3 -2.74906 0.00417 -1.01420  0.003
Co1 0.51321 2.42489 1.39388  2.810
O5 -1.55450 -1.16753 1.23012  -0.001
H1 -1.37703 -2.08794 0.95844  0.001

Results
net charge: +2
electronic energy: -2947.47011 Eh
F_max: 3.86 eV Å⁻¹
spin multiplicity: 5